(1)
DFT (ωB97M-V/def2-TZVPD) results for one molecule with the formula C15H10N4O at a distorted geometry.

Values from the calculation:
SMILES string	c1cncc(-c2nnc3[nH]ccc(-c4ccoc4)c2-3)c1
HOMO	-8.06	eV
energy above the lowest of the compared OMol25 structures with the same formula, charge and spin	78.2	kcal/mol
LUMO	-0.6	eV
Kohn-Sham gap	7.49	eV

Geometry as ORCA input:
```
! wB97M-V def2-TZVPD RIJCOSX def2/J DEFGRID3
* xyz 0 1
N -2.79969 -0.22605 1.25383
N -3.13401 -1.42089 0.77982
N -1.36844 3.76797 1.41947
O 2.25441 1.20319 -1.98570
C -1.61027 0.17135 0.86719
C -2.10260 -1.94407 0.21290
C 3.25865 0.24077 -1.74526
C 1.04628 0.64902 -1.72259
C 2.67700 -0.87926 -1.17520
C 0.29115 -2.98941 -0.77912
C 1.22732 -0.60814 -1.08683
C -0.89804 -1.04148 0.24210
C 0.13340 -1.54419 -0.56617
C -0.92856 -3.78994 -0.66868
C 0.00275 3.90914 1.46412
C -1.82386 2.50723 1.37074
C 0.89969 2.89665 1.42571
C 0.36432 1.62763 1.43229
C -1.02650 1.42474 1.20447
N -2.12592 -3.27243 -0.22432
H 4.28601 0.37251 -2.10886
H 0.20882 1.12919 -1.94803
H 3.29619 -1.71609 -0.80099
H 1.25426 -3.27091 -1.14417
H -0.91402 -4.89296 -0.79868
H 0.26134 4.89900 1.32957
H -2.90166 2.62624 1.28351
H 1.98341 3.06557 1.36428
H 1.16716 0.88170 1.44874
H -2.97857 -3.77612 -0.34414
*
```

***

(2)
DFT (ωB97M-V/def2-TZVPD) results for a 2-piece molecular cluster, C5H11N2 overall at a distorted geometry.

Values from the calculation:
HOMO (alpha / beta)	-8.16 / -8.87	eV
energy above the lowest of the compared OMol25 structures with the same formula, charge and spin	88.8	kcal/mol
LUMO (alpha / beta)	0.4 / -0.2	eV
Kohn-Sham gap (alpha / beta)	8.55 / 8.67	eV

Geometry as ORCA input:
```
! wB97M-V def2-TZVPD RIJCOSX def2/J DEFGRID3
* xyz 0 2
C 0.02999 1.47065 0.65909
C -0.36412 0.63012 -0.56402
C 0.33245 -0.12516 0.51691
C 1.82382 -0.34374 0.51238
C -1.52106 -1.71631 -1.48429
N -1.80196 -1.90867 -0.21703
N 1.23123 2.13293 0.68068
H -0.28689 -0.62349 1.24390
H -0.75040 1.70822 1.37595
H -1.42159 0.75550 -0.73242
H 0.22983 0.96759 -1.40807
H 2.32527 0.10592 1.36178
H 2.22509 0.16403 -0.36474
H -0.56432 -1.34338 -1.88356
H -2.01254 -2.40268 -2.18967
H 1.17243 3.14308 0.79582
H 2.05888 -1.39819 0.34258
H -0.78019 -2.21204 -0.26816
*
```

***

(3)
DFT (ωB97M-V/def2-TZVPD) results for C16H20NOSYb as an isolated structure at a distorted geometry.

Values from the calculation:
HOMO (alpha / beta)	2.58 / -0.77	eV
energy above the lowest of the compared OMol25 structures with the same formula, charge and spin	0.8	kcal/mol
LUMO (alpha / beta)	4.7 / 4.7	eV
Kohn-Sham gap (alpha / beta)	2.13 / 5.46	eV

Geometry as ORCA input:
```
! wB97M-V def2-TZVPD RIJCOSX def2/J DEFGRID3
* xyz -2 2
Yb -0.02274 0.08344 1.19321
C 0.68102 -2.19615 2.74244
C -0.74727 -2.15477 2.73240
C -1.18431 -2.29459 1.38278
H -1.37802 -2.06967 3.61723
C -0.03909 -2.45342 0.55134
C 1.11167 -2.36908 1.38419
H 2.15318 -2.47058 1.06818
H 1.33232 -2.14742 3.62732
H -2.21831 -2.33534 1.04827
H -0.03280 -2.62954 -0.50997
C 1.76413 1.91156 1.91858
C 2.53113 0.73669 1.62269
C 2.37967 0.44713 0.22920
H 3.14780 0.19048 2.32808
C 1.52461 1.44502 -0.32782
C 1.13025 2.35189 0.69845
H 0.47710 3.21510 0.57575
H 1.69143 2.41018 2.88597
H 2.82311 -0.36634 -0.31829
H 1.30186 1.55254 -1.38310
O -0.59378 0.43562 -1.17008
C -0.82954 0.27703 -2.60235
C -2.41266 0.55135 -2.50952
C -0.33217 -1.09919 -2.95599
C -0.18979 1.39631 -3.47957
C -2.03402 1.05141 -1.09998
H -2.92803 -0.40967 -2.53169
H -2.85505 1.26656 -3.23852
H -1.93990 2.16135 -1.21094
H -2.63274 0.64377 -0.25379
H -0.80839 -1.52219 -3.84122
H -0.51673 -1.71614 -2.09311
H 0.75850 -1.02006 -3.09237
H -0.64198 1.48037 -4.49931
H 0.89925 1.19879 -3.59486
H -0.31983 2.35338 -2.95684
S -0.21169 0.62960 6.14205
C -0.35491 0.70108 4.55131
N -0.48330 0.76352 3.36988
*
```

***

(4)
DFT (ωB97M-V/def2-TZVPD) results for a 12-piece molecular cluster, C43H87Br4N9O6 overall at a distorted geometry.

Values from the calculation:
HOMO	-6.27	eV
LUMO	0.1	eV
Kohn-Sham gap	6.33	eV

Geometry as ORCA input:
```
! wB97M-V def2-TZVPD RIJCOSX def2/J DEFGRID3
* xyz 0 1
C 26.22228 0.38253 -25.89447
C 25.13830 0.92434 -26.97282
N 25.59070 0.93548 -28.41047
C 26.00621 -0.52586 -28.65075
C 24.43551 1.26404 -29.35780
C 23.17157 0.29879 -29.30871
C 26.86705 1.79557 -28.60463
C 26.71270 3.28772 -28.24930
O 25.94703 3.82344 -29.34266
C 25.76943 5.23098 -29.15336
H 25.77085 0.51981 -24.91189
H 27.11758 1.00320 -25.85822
H 26.29257 -0.70464 -25.92917
H 24.72937 1.90492 -26.72924
H 24.20239 0.37679 -27.08403
H 25.43226 -1.10837 -27.93008
H 27.06925 -0.66655 -28.45519
H 25.63546 -0.87086 -29.61596
H 24.86759 1.27443 -30.35846
H 24.12144 2.30157 -29.24389
H 23.38801 -0.76863 -29.35206
H 22.46071 0.78456 -29.97715
H 22.57684 0.36168 -28.39743
H 27.06508 1.60127 -29.65873
H 27.78506 1.47158 -28.11434
H 27.67180 3.78732 -28.11284
H 26.20890 3.49037 -27.30419
H 25.16953 5.50955 -28.28697
H 25.28789 5.64286 -30.04024
H 26.78143 5.61592 -29.02777
C 22.40659 4.73947 -29.24114
C 22.22883 4.40589 -27.71729
O 21.14123 4.57019 -27.11426
O 23.11459 3.89723 -27.04017
H 22.85319 3.94180 -29.83476
H 23.07141 5.59377 -29.36871
H 21.45721 5.04528 -29.68075
C 26.61766 0.77395 -32.82314
O 27.11473 0.62804 -31.71113
N 26.77459 1.91215 -33.54633
C 25.96878 2.13525 -34.69910
C 27.76909 2.96607 -33.17521
H 26.01725 -0.00280 -33.32150
H 25.81203 3.16371 -35.02436
H 25.04417 1.61724 -34.44440
H 26.28992 1.57654 -35.57820
H 28.32826 2.92767 -32.24036
H 28.47075 3.09907 -33.99867
H 27.28384 3.94126 -33.21570
C 21.23932 -2.52020 -26.93701
O 22.44818 -2.10207 -27.05805
N 20.79722 -3.77538 -26.97376
C 19.34952 -4.08783 -26.90825
C 21.64391 -4.90752 -27.09453
H 20.41658 -1.79573 -26.83485
H 18.93310 -4.27354 -27.89830
H 18.77392 -3.30671 -26.41162
H 19.28566 -4.96997 -26.27117
H 21.92800 -5.25718 -26.10199
H 21.43519 -5.67324 -27.84165
H 22.53356 -4.44831 -27.52550
C 29.58287 -1.73518 -27.87487
O 29.23058 -0.61529 -28.13089
N 29.63178 -2.23334 -26.67213
C 29.49179 -1.44281 -25.53296
C 29.63345 -3.68129 -26.45590
H 29.74797 -2.45660 -28.69004
H 28.48735 -1.58227 -25.13327
H 29.54710 -0.37721 -25.75555
H 30.19000 -1.84007 -24.79622
H 30.56524 -3.88300 -25.92752
H 28.78134 -3.89082 -25.80929
H 29.55567 -4.32947 -27.32877
C 30.67514 4.46816 -30.13279
C 30.82938 2.97787 -30.01461
C 31.88604 2.24072 -31.02727
C 31.69406 2.51934 -32.42758
N 31.65221 2.80491 -33.56140
H 31.37571 5.03085 -29.51580
H 29.61836 4.66607 -29.95352
H 30.81622 4.80415 -31.16007
H 29.93248 2.54886 -30.46141
H 30.91636 2.58909 -29.00003
H 32.04298 1.22990 -30.65083
H 32.85605 2.66076 -30.76129
C 29.42762 7.54449 -28.74009
C 28.68539 8.94967 -28.69704
C 29.45457 10.13735 -28.17333
C 29.84850 10.23018 -26.78473
N 30.14830 10.29632 -25.68107
H 28.77498 6.77862 -29.15912
H 29.45225 7.28410 -27.68193
H 30.40830 7.59523 -29.21317
H 27.69159 8.88416 -28.25411
H 28.66640 9.05068 -29.78218
H 28.92342 11.04520 -28.45931
H 30.41186 10.22616 -28.68695
C 19.91476 3.20733 -33.75037
C 20.54011 4.00270 -32.64626
C 22.01153 3.94920 -32.73835
C 22.50747 2.58643 -32.70712
N 22.89623 1.49644 -32.76228
H 19.43946 2.31016 -33.35380
H 20.67578 2.89914 -34.46729
H 19.15143 3.79312 -34.26250
H 20.18383 3.73183 -31.65238
H 20.23715 5.03345 -32.83032
H 22.51636 4.53838 -31.97277
H 22.31103 4.38559 -33.69122
C 25.79794 5.85257 -24.82233
C 26.35859 7.25990 -24.52312
C 27.64628 7.75346 -25.36011
C 28.66542 6.70750 -25.37630
N 29.45669 5.87915 -25.46814
H 25.05288 5.50463 -24.10684
H 26.62119 5.14444 -24.72794
H 25.55512 5.60358 -25.85536
H 26.66346 7.30149 -23.47745
H 25.53992 7.97953 -24.52347
H 28.10982 8.67374 -25.00472
H 27.36207 7.87133 -26.40579
C 25.93683 -4.11244 -29.09216
C 27.14554 -4.50742 -29.84576
C 26.90863 -5.03147 -31.24207
C 26.12982 -4.07135 -32.01099
N 25.54535 -3.31434 -32.59557
H 26.26187 -3.91622 -28.07042
H 25.29552 -4.98691 -28.98206
H 25.49424 -3.19261 -29.47445
H 27.51033 -5.34278 -29.24810
H 27.91124 -3.73263 -29.80692
H 26.57479 -6.06619 -31.31955
H 27.89152 -4.99676 -31.71198
Br 21.27091 -2.03948 -31.22790
C 22.64651 -3.48384 -31.51895
C 22.20247 -4.91350 -31.19450
Br 23.58287 -6.29582 -31.51976
H 23.55558 -3.26767 -30.95772
H 22.91067 -3.46267 -32.57624
H 21.35130 -5.23253 -31.79603
H 21.84354 -5.01035 -30.16986
Br 15.96368 3.83853 -27.87621
C 17.87011 3.29299 -27.91299
C 17.91650 2.35629 -29.08661
Br 19.85120 1.54447 -29.19293
H 18.23828 2.86679 -26.97977
H 18.53448 4.11815 -28.16959
H 17.67244 2.83841 -30.03323
H 17.19849 1.54104 -28.99755
*
```